Record 1
Computed, not measured: a 2-piece molecular cluster, C6H15N2 overall, with ωB97M-V with the def2-TZVPD basis set.

Computed properties:
E_LUMO (alpha / beta): -0.4542 / -0.4771 Eh
Charge: +2
Frontier orbital gap (alpha / beta): 5.45 / 4.59 eV
Spin multiplicity: 2
Total energy: -346.1385 a.u.

Geometry as XYZ:
```
23
Properties=species:S:1:pos:R:3:mulliken_spin:R:1
N 0.62845 3.08844 -1.46083 0.04
C 0.45465 -0.12418 -0.34369 -0.01
C 1.51104 -1.13743 0.31400 -0.01
C 1.32040 -1.61974 1.79297 0.05
C 0.55885 -2.76006 1.97808 0.06
C -0.89167 -0.74262 -0.41323 -0.02
N -2.05634 0.05505 -0.73090 0.78
C -1.91242 1.40052 -0.01012 0.01
H 0.60796 2.01304 -1.31042 0.00
H 1.31167 3.37005 -2.17829 0.00
H 1.10196 3.43881 -0.59399 0.00
H 0.72894 0.32403 -1.29334 0.01
H 2.46739 -0.54003 0.28375 0.00
H 1.63806 -1.97620 -0.40181 0.01
H 1.43108 -0.80175 2.48067 0.00
H 0.36772 -2.97748 3.00412 0.00
H 0.32057 -3.39212 1.07993 0.00
H -0.85969 -1.52909 -1.04596 0.00
H -1.05054 -1.35058 0.46553 0.02
H -2.19688 0.32282 -1.83382 0.00
H -2.74735 1.57686 0.61754 0.03
H -0.88623 1.17304 0.44362 0.01
H -1.84760 2.18863 -0.84379 0.03
```

Record 2
Computed, not measured: C6H15N2S as an isolated structure, with ωB97M-V with the def2-TZVPD basis set.

Computed properties:
E_LUMO: -0.1300 Eh
Charge: +1
Frontier orbital gap: 10.28 eV
Total energy: -745.0305 a.u.

Geometry as XYZ:
```
24
Properties=species:S:1:pos:R:3:nbo_charge:R:1
C 0.16862 -1.99997 -0.38788 0.11
C 0.61890 0.92997 -1.70712 -0.65
C -0.64971 1.77805 0.22063 -0.62
C -0.54422 -0.77080 1.69698 -0.66
C -0.28417 0.55251 -0.56533 -0.19
C 0.26003 -0.66868 0.39631 0.06
N -1.03542 -2.50504 -0.33676 -0.72
N 1.75062 -0.41281 0.49161 -0.79
S 1.38073 -2.68357 -1.22006 0.10
H 1.37353 1.55503 -1.30492 0.19
H 1.03165 -0.02979 -2.15464 0.22
H 0.33476 1.43257 -2.58958 0.27
H 0.16228 2.17688 0.69421 0.21
H -1.54081 1.55292 0.82623 0.23
H -0.81325 2.55729 -0.56003 0.24
H -0.32768 0.01301 2.43631 0.26
H -0.26819 -1.72538 2.15028 0.24
H -1.74200 -0.81737 1.64171 0.24
H -1.19470 0.14269 -0.97301 0.21
H -1.82321 -1.93770 0.15217 0.42
H -1.32154 -3.40084 -0.64910 0.43
H 2.00163 0.43834 -0.07219 0.43
H 2.08252 -1.35026 -0.39580 0.35
H 2.09983 -0.40292 1.43797 0.43
```

Record 3
Computed, not measured: an isolated ion of composition C6H15N2S2 and charge +1, with ωB97M-V with the def2-TZVPD basis set.

Computed properties:
E_LUMO (alpha / beta): -0.1385 / -0.1311 Eh
Charge: +1
Frontier orbital gap (alpha / beta): 8.08 / 7.49 eV
Total energy: -1143.0953 a.u.

Geometry as XYZ:
```
25
Properties=species:S:1:pos:R:3:nbo_charge:R:1
C 1.38312 1.56103 -0.54330 -0.50
C 1.66133 0.19672 -1.12752 -0.38
C -0.01182 1.83350 -0.47634 -0.39
C 1.12834 -0.94933 -0.26595 -0.39
C -0.90542 -0.09447 1.06180 0.01
C -0.47118 -1.07438 0.09879 -0.06
N -0.11157 0.08818 2.18318 -0.83
N -1.16543 -0.74750 -1.23613 -0.74
S -2.64012 0.19858 1.07814 0.02
S -0.71281 -2.85504 0.43633 0.01
H 2.00050 1.57697 0.31343 0.23
H 1.95620 2.25664 -1.25903 0.24
H 1.10823 0.10078 -2.10722 0.18
H 2.72187 0.00432 -1.06106 0.25
H -0.18702 2.23947 0.58901 0.21
H -0.58407 2.19366 -1.33053 0.21
H 1.21125 -1.92847 -0.73261 0.21
H 1.69354 -1.03814 0.62709 0.23
H -0.11345 0.60501 2.97261 0.42
H 0.35286 -0.87919 2.27041 0.39
H -1.14886 -1.55904 -1.86336 0.45
H -0.74258 0.08236 -1.63182 0.45
H -2.13015 -0.45981 -0.95891 0.45
H -2.55991 1.42069 1.64363 0.17
H -1.73284 -2.77254 1.31937 0.16
```

Record 4
Computed, not measured: a 2-piece molecular cluster, C6H15N3 overall, with ωB97M-V with the def2-TZVPD basis set.

Computed properties:
E_LUMO: 0.0262 Eh
Charge: 0
Frontier orbital gap: 9.08 eV
SMILES: CCC(N)N.CCC#N
Total energy: -401.8495 a.u.

Geometry as XYZ:
```
24
Properties=species:S:1:pos:R:3:nbo_charge:R:1
C 1.26992 1.18801 -0.67280 0.15
C -1.95954 -1.44057 0.09662 -0.52
C -3.28311 -1.04098 -0.56204 -0.59
N 0.89259 2.19178 0.25317 -0.85
N 0.27985 1.08077 -1.70083 -0.83
H 2.21809 1.46896 -1.14300 0.17
H 1.65534 2.43154 0.87143 0.36
H 0.09223 1.88799 0.81784 0.38
H 0.45607 0.29078 -2.31086 0.35
H -0.65328 1.02789 -1.30539 0.35
H -2.09460 -2.32881 0.72147 0.25
H -1.21064 -1.68768 -0.66360 0.25
H -3.14978 -0.16391 -1.19459 0.22
H -3.65152 -1.85694 -1.18251 0.22
H -4.03240 -0.81061 0.19107 0.22
C 1.61791 -0.30173 0.06382 -0.44
C 2.65311 -0.10903 1.16546 -0.62
C -1.44409 -0.37298 0.93267 0.31
N -1.27667 0.55038 1.60147 -0.36
H 2.04908 -0.89069 -0.75329 0.18
H 0.82067 -0.94117 0.43973 0.18
H 3.52021 0.43688 0.79209 0.20
H 3.00353 -1.06632 1.54763 0.21
H 2.22703 0.45642 1.99446 0.21
```

Record 5
Computed, not measured: a 2-piece molecular cluster, C6H15N3 overall, with ωB97M-V with the def2-TZVPD basis set.

Computed properties:
E_LUMO: 0.0348 Eh
Charge: 0
Frontier orbital gap: 8.45 eV
Total energy: -401.7261 a.u.

Geometry as XYZ:
```
24
Properties=species:S:1:pos:R:3:nbo_charge:R:1
C 0.92916 0.25432 -0.39496 0.23
C -0.81453 0.90626 0.47776 -0.33
C -0.73552 0.39192 1.90842 -0.64
C -0.60476 2.41569 0.39638 -0.63
N 0.68647 -1.05523 -0.82708 -0.35
N 1.31229 -2.06787 -0.04017 -0.67
N 2.05398 0.45911 0.39139 -0.86
C -0.66533 -1.30771 -1.20915 -0.06
C -0.97391 -1.84989 -2.37996 -0.41
H 0.84194 0.94499 -1.23545 0.18
H -1.85160 0.78192 0.14826 0.19
H 0.63835 -2.43522 0.63211 0.34
H 1.57256 -2.82335 -0.66183 0.36
H 2.65503 1.22041 0.11948 0.40
H 2.27801 -0.31855 1.00053 0.42
H -1.30826 -0.54465 -0.55118 0.23
H -1.42392 0.91388 2.58035 0.20
H 0.26756 0.53635 2.31544 0.20
H -0.96983 -0.67496 1.95500 0.19
H 0.39179 2.69444 0.74555 0.20
H -0.72421 2.76759 -0.63053 0.20
H -1.32380 2.96582 1.01052 0.20
H -0.22611 -2.22763 -3.06681 0.20
H -2.00539 -1.94763 -2.68409 0.20
```

Record 6
Computed, not measured: one molecule with the formula C6H15N3O, with ωB97M-V with the def2-TZVPD basis set.

Computed properties:
E_LUMO: 0.0281 Eh
Charge: 0
Frontier orbital gap: 8.83 eV
SMILES: CC(C)(C)CN/C(N)=N/O
Total energy: -477.0784 a.u.

Geometry as XYZ:
```
25
Properties=species:S:1:pos:R:3:nbo_charge:R:1
C 1.21195 -0.38536 0.09033 -0.05
C 0.08877 -0.76837 -1.00999 -0.22
C 2.60538 -0.81597 -0.37605 -0.61
C 1.21492 1.12291 0.34105 -0.61
C 0.86884 -1.11098 1.39204 -0.62
N -0.88878 0.23396 -1.31411 -0.61
C -1.96777 0.50023 -0.51197 0.53
N -2.75143 1.56390 -0.90100 -0.83
O -3.43831 0.08926 1.15764 -0.61
N -2.22657 -0.26542 0.48359 -0.31
H -3.56091 -0.65045 1.76259 0.48
H -0.57173 1.01018 -1.87528 0.38
H -2.30621 2.34089 -1.36011 0.38
H -3.47032 1.80390 -0.23643 0.41
H 0.76680 -0.86904 -1.87108 0.20
H -0.44625 -1.65141 -0.66147 0.23
H 0.95055 -2.18859 1.26107 0.20
H 3.34484 -0.62728 0.40054 0.21
H 2.61415 -1.87775 -0.61524 0.21
H 2.90130 -0.26616 -1.26788 0.20
H 1.40365 1.67247 -0.58121 0.19
H 1.99382 1.38314 1.05512 0.21
H 0.26787 1.44728 0.76384 0.21
H 1.54757 -0.81392 2.19163 0.20
H -0.15212 -0.87745 1.68236 0.24
```

Record 7
Computed, not measured: a 2-piece molecular cluster, C6H15N3O2 overall, with ωB97M-V with the def2-TZVPD basis set.

Computed properties:
E_LUMO: 0.0227 Eh
Charge: 0
Frontier orbital gap: 9.73 eV
SMILES: [H]/N=C(\N)NCC.CCC(=O)O
Total energy: -552.3257 a.u.

Geometry as XYZ:
```
26
Properties=species:S:1:pos:R:3:nbo_charge:R:1
C -0.48251 0.93444 -1.02273 -0.24
C -1.01360 1.72627 -2.21041 -0.62
C 0.08396 1.76640 1.21391 0.59
N 0.47335 1.59439 -0.11350 -0.64
N 0.74623 1.23613 2.18060 -0.78
N -0.90968 2.68379 1.48735 -0.86
H -1.39877 0.73562 -0.43048 0.20
H 0.02255 0.13986 -1.60228 0.21
H -1.85493 1.13519 -2.64946 0.21
H -0.32006 1.84006 -3.06290 0.21
H 1.41701 1.28082 -0.20459 0.40
H -1.52407 -1.73946 1.70475 0.50
H 0.72997 1.70256 3.07847 0.34
H -1.66304 2.85339 0.83792 0.38
H -1.02154 3.22276 2.32454 0.40
H -1.51907 2.68835 -2.01886 0.20
C 0.91917 -2.07892 0.62804 -0.52
C 1.76102 -2.26526 -0.74662 -0.59
C -0.30217 -2.93594 0.55904 0.79
O -0.44796 -4.06267 0.18542 -0.54
O -1.43651 -2.23939 0.87493 -0.75
H 1.48995 -2.33544 1.50201 0.24
H 0.68410 -1.03279 0.66136 0.24
H 0.92727 -2.23144 -1.42350 0.20
H 2.25441 -3.23578 -0.80830 0.23
H 2.38494 -1.38292 -0.94473 0.21
```

Record 8
Computed, not measured: a 2-piece molecular cluster, C6H15N3O2 overall, with ωB97M-V with the def2-TZVPD basis set.

Computed properties:
E_LUMO: 0.0224 Eh
Charge: 0
Frontier orbital gap: 9.23 eV
SMILES: [H]/N=C(\N)NCC.CCC(=O)O
Total energy: -552.3519 a.u.

Geometry as XYZ:
```
26
Properties=species:S:1:pos:R:3:nbo_charge:R:1
C -0.81827 0.06005 -1.86936 -0.21
C -0.40857 0.97058 -3.03875 -0.63
C -1.73834 1.36793 -0.02413 0.57
N -0.63199 0.69300 -0.57481 -0.70
N -2.25616 2.37910 -0.55920 -0.64
N -2.26924 0.79504 1.16954 -0.89
H -1.86851 -0.19150 -1.96204 0.19
H -0.30739 -0.90276 -1.95357 0.19
H 0.38061 1.66949 -2.80321 0.21
H -1.27893 1.54239 -3.34633 0.22
H 0.28012 1.03245 -0.36145 0.39
H -0.13602 -2.50836 0.07537 0.50
H -3.08479 2.66220 -0.04388 0.34
H -2.14243 -0.20367 1.23885 0.38
H -1.94677 1.20236 2.03192 0.38
H -0.01107 0.43411 -3.90643 0.20
C 2.14696 -1.21277 1.93054 -0.51
C 2.52089 0.26049 1.79637 -0.60
C 1.44055 -1.67014 0.67529 0.80
O 2.01238 -1.75426 -0.38385 -0.61
O 0.13975 -1.95833 0.80144 -0.68
H 3.02328 -1.84666 1.92959 0.24
H 1.59733 -1.47448 2.83047 0.22
H 1.77354 0.90853 1.34573 0.21
H 3.46720 0.37020 1.27743 0.22
H 2.65081 0.66105 2.80197 0.21
```

Record 9
Computed, not measured: a 2-piece molecular cluster, C6H15N3O2 overall, with ωB97M-V with the def2-TZVPD basis set.

Computed properties:
E_LUMO (alpha / beta): -0.0170 / -0.0171 Eh
Charge: 0
Frontier orbital gap (alpha / beta): 8.06 / 8.06 eV
Total energy: -552.0875 a.u.

Geometry as XYZ:
```
26
Properties=species:S:1:pos:R:3:nbo_charge:R:1
C -1.23365 -1.04047 -0.27474 -0.74
C 2.16040 0.86193 -0.31467 -0.62
C 1.13121 -0.53649 1.57330 -0.63
C 1.82002 -1.71287 -0.57563 -0.60
C -0.12750 -0.06776 -0.56813 0.19
C 1.29047 -0.32434 0.00223 -0.13
N -3.06510 1.09086 0.34268 -0.03
N -0.94792 1.66701 0.60517 -0.48
N -2.02012 1.67460 -0.10313 0.35
O -2.02635 2.25579 -1.20048 -0.55
O -4.02319 1.18810 -0.62843 -0.55
H -1.85951 -0.71083 0.64172 0.28
H -0.94073 -1.95964 0.09028 0.24
H -1.91209 -1.06526 -1.14869 0.24
H 2.28962 0.81624 -1.43213 0.22
H 1.68599 1.77669 -0.06758 0.24
H 3.07263 0.84605 0.38424 0.22
H 0.07889 -0.88183 1.96910 0.22
H 1.39681 0.37235 2.22188 0.23
H 1.90857 -1.26675 1.87535 0.22
H 1.70720 -1.95686 -1.56256 0.21
H 1.44125 -2.52379 0.08276 0.22
H 2.99298 -1.53448 -0.44029 0.22
H -0.24970 0.51067 -1.44287 0.20
H -1.04208 1.10874 1.44117 0.35
H -3.52812 1.41236 -1.47054 0.48
```

Record 10
Computed, not measured: a 2-piece molecular cluster, C6H15NO overall, with ωB97M-V with the def2-TZVPD basis set.

Computed properties:
E_LUMO: 0.0309 Eh
Charge: 0
Frontier orbital gap: 10.67 eV
SMILES: CCC(N)=O.CCC
Total energy: -367.5907 a.u.

Geometry as XYZ:
```
23
Properties=species:S:1:pos:R:3:nbo_charge:R:1
C -0.05280 0.09457 1.40099 -0.50
C 0.17591 0.53373 2.87084 -0.63
C -0.02599 -1.40700 1.25613 0.68
O -0.74167 -1.98683 0.46311 -0.60
N 0.90376 -2.10958 1.99364 -0.85
H -1.03654 0.42488 1.00624 0.24
H 0.77381 0.55615 0.84268 0.23
H -0.55311 0.18935 3.60080 0.21
H 0.79729 -3.08582 1.71092 0.40
H 1.15146 -1.99416 2.95213 0.40
H -0.02787 1.61206 3.02705 0.22
H 1.20215 0.34291 3.16235 0.21
C 0.24064 1.77288 -2.65075 -0.38
C 0.55767 0.30199 -2.82561 -0.62
C -1.15259 2.28090 -2.29842 -0.62
H 1.05652 2.16190 -1.88226 0.18
H 0.47704 2.25488 -3.60581 0.19
H 1.63438 0.25153 -2.80982 0.21
H 0.04083 -0.28289 -3.57367 0.21
H -1.14885 3.25677 -1.88817 0.21
H -1.78147 2.20694 -3.19025 0.20
H 0.28116 -0.23504 -1.89077 0.21
H -1.79268 1.69477 -1.61747 0.20
```